C18H12BrFNO2RuSbSe5 | ωB97M-V with the def2-TZVPD basis set

Atoms and positions in Å:
Ru1 -0.697 1.181 0.009
Se1 -5.118 3.878 1.905
Sb1 -4.399 3.675 -0.411
Se2 -2.805 1.577 -0.879
Se3 -2.193 -0.798 -0.092
Se4 -3.140 5.578 -1.257
F1 -0.270 6.939 2.209
C1 -0.383 5.669 1.722
C2 -1.327 4.825 2.262
C3 -1.426 3.534 1.757
C4 -0.606 3.089 0.719
C5 0.328 3.985 0.199
C6 0.450 5.279 0.697
H1 -2.001 5.176 3.032
H2 -2.189 2.883 2.167
H3 0.975 3.696 -0.622
H4 1.165 5.980 0.287
Se5 -1.862 -3.314 0.266
C7 -0.170 -4.170 0.471
C8 -0.048 -5.523 0.150
C9 1.169 -6.173 0.291
C10 2.290 -5.483 0.735
C11 2.178 -4.134 1.049
C12 0.958 -3.483 0.926
H5 -0.920 -6.051 -0.217
H6 1.248 -7.226 0.041
H7 3.242 -5.990 0.834
H8 3.045 -3.582 1.390
H9 0.871 -2.434 1.183
Br1 0.161 -3.702 -3.074
C13 0.395 -1.916 -2.503
C14 -0.150 -0.877 -3.261
N1 0.072 0.390 -2.982
C15 0.748 0.684 -1.853
C16 1.275 -0.304 -1.004
C17 1.120 -1.638 -1.372
C18 1.926 0.084 0.308
O1 3.068 -0.268 0.556
O2 1.131 0.772 1.050
H10 -0.753 -1.092 -4.136
H11 1.095 1.713 -1.783
H12 1.546 -2.427 -0.767

HOMO-LUMO gap (alpha / beta)	6.01 / 5.14	eV
⟨S²⟩	6.05
2S+1	5
total charge	-2
LUMO (alpha / beta)	3.951 / 2.976	eV
energy relative to the best compared isomer or geometry (same formula, charge and spin)	40.1	kcal/mol
E_HOMO (alpha / beta)	-0.0757 / -0.0797	Eh

C18H12BrN3O2Tc | ωB97M-V with the def2-TZVPD basis set

Atoms and positions in Å:
Tc1 0.469 -0.670 -0.990
O1 4.091 -2.017 -0.087
C1 2.978 -1.617 -0.053
O2 2.287 -1.165 -1.142
C2 2.115 -1.532 1.181
C3 2.571 -1.849 2.443
C4 1.686 -1.739 3.509
C5 0.379 -1.328 3.272
C6 -0.015 -1.029 1.981
N1 0.844 -1.127 0.955
H1 3.597 -2.172 2.564
H2 2.010 -1.972 4.514
H3 -0.334 -1.238 4.079
H4 -1.021 -0.699 1.750
N2 1.353 6.498 -1.346
C7 1.244 5.365 -1.221
C8 1.107 3.950 -1.067
C9 1.688 3.101 -2.007
C10 1.569 1.730 -1.853
C11 0.825 1.241 -0.772
C12 0.265 2.081 0.195
C13 0.406 3.447 0.035
H5 2.250 3.514 -2.833
H6 2.062 1.070 -2.559
H7 -0.287 1.695 1.039
H8 -0.022 4.132 0.753
Br1 -1.979 0.932 -2.830
C14 -2.553 -0.480 -1.743
C15 -3.882 -0.884 -1.775
C16 -4.244 -2.024 -1.082
C17 -3.273 -2.736 -0.384
C18 -1.985 -2.253 -0.371
N3 -1.615 -1.122 -1.019
H9 -4.598 -0.326 -2.359
H10 -5.270 -2.365 -1.100
H11 -3.511 -3.648 0.141
H12 -1.205 -2.762 0.183

HOMO-LUMO gap (alpha / beta)	6.27 / 6.53	eV
⟨S²⟩	1.04
2S+1	2
total charge	+2
LUMO (alpha / beta)	-9.820 / -9.506	eV
energy relative to the best compared isomer or geometry (same formula, charge and spin)	6.5	kcal/mol
E_HOMO (alpha / beta)	-0.5914 / -0.5892	Eh

C18H12F10N4S2 | ωB97M-V with the def2-TZVPD basis set

Atoms and positions in Å:
F1 -0.204 1.507 5.013
C1 -0.013 1.935 3.719
F2 1.336 2.262 3.762
F3 -0.652 3.123 3.682
C2 -0.279 0.947 2.493
F4 0.600 -0.005 2.323
F5 -1.483 0.334 2.697
C3 -0.427 1.679 1.074
N1 0.670 1.921 0.412
N2 0.580 2.498 -0.844
C4 1.661 2.569 -1.727
C5 1.416 3.117 -3.056
C6 2.412 3.101 -3.981
C7 3.654 2.517 -3.674
C8 3.947 1.997 -2.425
C9 2.864 1.957 -1.420
S1 -2.014 1.978 0.395
S2 -2.151 0.808 -1.297
C10 -2.907 -0.652 -0.581
N3 -2.094 -1.651 -0.099
N4 -0.759 -1.540 -0.368
C11 0.230 -2.195 0.300
C12 1.600 -2.076 -0.037
C13 2.500 -2.777 0.694
C14 2.087 -3.762 1.736
C15 0.707 -3.998 1.911
C16 -0.172 -3.091 1.335
C17 -4.412 -0.844 -0.569
F6 -5.080 0.358 -0.488
F7 -4.710 -1.313 -1.803
C18 -5.037 -1.945 0.376
F8 -6.366 -1.731 0.298
F9 -4.587 -3.182 -0.014
F10 -4.484 -1.659 1.625
H1 -0.258 3.094 -1.049
H2 0.496 3.500 -3.362
H3 2.180 3.348 -4.994
H4 4.479 2.351 -4.345
H5 4.893 1.538 -2.172
H6 2.969 1.385 -0.454
H7 -0.528 -0.946 -1.172
H8 1.807 -1.309 -0.732
H9 3.570 -2.638 0.502
H10 2.823 -4.407 2.201
H11 0.361 -4.779 2.620
H12 -1.227 -3.324 1.495

HOMO-LUMO gap	6.86	eV
LUMO	-1.143	eV
E_HOMO	-0.2943	Eh

C18H12F5MoN4O2 | ωB97M-V with the def2-TZVPD basis set

Atoms and positions in Å:
Mo1 -0.090 0.188 0.398
C1 -0.646 0.289 -2.558
N1 -1.112 1.017 -1.344
C2 -0.909 2.468 -1.554
C3 -2.567 0.730 -1.143
C4 -2.718 -0.638 -0.546
C5 -3.845 -1.420 -0.735
C6 -3.925 -2.660 -0.114
C7 -2.894 -3.119 0.698
C8 -1.773 -2.331 0.902
C9 -1.668 -1.086 0.274
H1 -1.209 0.643 -3.423
H2 -0.806 -0.780 -2.433
H3 0.412 0.483 -2.714
H4 -1.491 2.806 -2.414
H5 0.147 2.659 -1.739
H6 -1.226 3.009 -0.666
H7 -3.096 0.839 -2.093
H8 -2.950 1.488 -0.456
H9 -4.656 -1.076 -1.365
H10 -4.801 -3.276 -0.266
H11 -2.971 -4.088 1.172
H12 -0.973 -2.688 1.541
O1 -0.895 1.642 1.412
N2 -1.064 2.159 2.616
C10 -0.444 1.564 3.588
C11 -0.545 2.040 4.930
N3 -0.595 2.408 6.015
C12 0.292 0.409 3.191
N4 0.693 -0.353 2.423
F1 6.707 0.103 -0.156
C13 5.402 -0.080 -0.226
C14 4.542 0.928 0.190
F2 5.018 2.071 0.657
C15 3.183 0.712 0.109
F3 2.299 1.654 0.500
C16 2.666 -0.480 -0.374
O2 1.314 -0.626 -0.434
C17 3.527 -1.481 -0.790
F4 3.046 -2.623 -1.256
C18 4.897 -1.278 -0.714
F5 5.726 -2.229 -1.105

HOMO-LUMO gap (alpha / beta)	7.27 / 7.44	eV
total charge	+1
LUMO (alpha / beta)	-4.971 / -4.920	eV
energy relative to the best compared isomer or geometry (same formula, charge and spin)	0.3	kcal/mol
E_HOMO (alpha / beta)	-0.4497 / -0.4543	Eh

C18H12N3O2Pt | ωB97M-V with the def2-TZVPD basis set

Atoms and positions in Å:
Pt1 -0.022 -2.959 -0.274
C1 3.723 -0.815 -0.169
C2 2.883 -1.845 -0.650
N1 1.635 -1.663 -1.022
C3 1.084 -0.331 -0.786
C4 1.968 0.762 -0.347
C5 3.259 0.506 -0.012
C6 1.118 1.982 -0.312
C7 -1.117 1.979 -0.310
C8 -1.964 0.758 -0.344
C9 -3.256 0.501 -0.016
C10 -3.720 -0.821 -0.170
C11 -2.877 -1.853 -0.636
N2 -1.626 -1.670 -1.005
C12 -1.076 -0.333 -0.780
H1 4.745 -1.069 0.076
H2 3.277 -2.851 -0.736
H3 3.923 1.275 0.359
H4 1.688 2.904 -0.395
H5 -1.690 2.900 -0.392
H6 -3.923 1.272 0.348
H7 -4.743 -1.074 0.067
H8 -3.267 -2.861 -0.713
O1 0.039 -1.531 3.577
C13 -0.003 -1.519 2.381
O2 -0.071 -2.685 1.691
C14 0.005 -0.262 1.554
C15 0.003 1.020 1.914
C16 0.001 2.069 0.834
C17 0.000 1.755 -1.375
C18 0.001 0.240 -1.739
N3 0.006 -0.518 0.179
H9 0.001 1.298 2.961
H10 0.000 3.062 1.277
H11 -0.002 2.410 -2.241
H12 -0.001 -0.032 -2.791

HOMO-LUMO gap (alpha / beta)	4.50 / 4.65	eV
total charge	+1
LUMO (alpha / beta)	-6.382 / -6.197	eV
energy relative to the best compared isomer or geometry (same formula, charge and spin)	250.3	kcal/mol
E_HOMO (alpha / beta)	-0.4000 / -0.3987	Eh

C18H12O5 | ωB97M-V with the def2-TZVPD basis set

Atoms and positions in Å:
C1 5.150 2.523 3.274
C2 4.622 3.035 2.128
C3 3.273 2.609 1.980
C4 2.269 2.730 1.037
C5 1.037 2.104 1.226
C6 0.858 1.316 2.398
C7 1.888 1.182 3.357
C8 3.057 1.913 3.186
O1 4.164 1.860 3.981
O2 -0.264 0.601 2.648
C9 -1.454 1.159 2.043
C10 -1.273 1.426 0.525
C11 -1.148 0.150 -0.253
C12 -1.922 -1.014 -0.259
C13 -1.666 -1.947 -1.263
C14 -0.610 -1.820 -2.144
C15 0.252 -0.725 -2.059
C16 -0.073 0.245 -1.103
O3 0.623 1.410 -0.938
C17 0.006 2.144 0.131
O4 -0.485 -2.885 -2.970
C18 -1.538 -3.766 -2.624
O5 -2.296 -3.139 -1.545
H1 6.175 2.677 3.587
H2 5.158 3.557 1.360
H3 2.457 3.300 0.139
H4 1.772 0.602 4.277
H5 -1.745 2.075 2.574
H6 -2.214 0.367 2.111
H7 -2.108 2.003 0.185
H8 -2.843 -1.130 0.333
H9 1.051 -0.634 -2.766
H10 -0.243 3.192 -0.184
H11 -1.191 -4.762 -2.360
H12 -2.215 -3.838 -3.489

HOMO-LUMO gap	8.45	eV
LUMO	0.773	eV
energy relative to the best compared isomer or geometry (same formula, charge and spin)	0.0	kcal/mol
E_HOMO	-0.2820	Eh

Q: What is the formula in the third record?
A: C18H12F10N4S2

Q: Number 4 is which compound?
A: C18H12F5MoN4O2